a) {"formula": "C4H5NO3", "method": "ωB97M-V/def2-TZVPD", "elements": ["C", "C", "C", "C", "H", "H", "H", "H", "H", "N", "O", "O", "O"], "positions_angstrom": [[0.46687, -0.51766, 0.76752], [0.10281, 1.62310, -0.49346], [-1.43380, 1.68614, -0.35847], [-2.68851, 1.77314, -0.40088], [1.05979, -2.83089, -1.60468], [1.67313, -2.41055, 1.30165], [0.54895, 1.98943, -1.56557], [0.47139, 2.28363, 0.37724], [-3.64680, 1.79611, -0.80410], [0.64232, -1.77348, 0.15603], [1.71372, -1.99411, -0.86088], [0.07150, -0.09443, 1.84587], [0.30393, 0.11333, -0.47062]], "nbo_charge": [0.838, -0.160, -0.031, -0.234, 0.475, 0.262, 0.246, 0.244, 0.234, -0.261, -0.526, -0.551, -0.534], "lumo_ev": -0.6}

***

b) {"formula": "C4H5NO3", "method": "ωB97M-V/def2-TZVPD", "elements": ["C", "C", "C", "C", "H", "H", "H", "H", "H", "N", "O", "O", "O"], "positions_angstrom": [[0.97490, -0.46942, -1.11713], [0.99849, 1.13414, 0.08741], [0.02444, -0.12809, -0.00452], [-2.09176, -0.45920, 0.70934], [0.58455, -0.69377, -2.13799], [1.67826, -1.26659, -0.93652], [1.69723, 0.81316, 0.89783], [0.72959, 2.21902, 0.27668], [-3.12497, -0.23170, 0.91982], [-1.43172, -1.01319, 1.55446], [1.52393, 0.85572, -1.16664], [-1.41093, 0.06885, -0.26656], [-0.15199, -0.82894, 1.18383]], "nbo_charge": [-0.135, -0.111, 0.469, 0.303, 0.209, 0.207, 0.173, 0.202, 0.206, -0.156, -0.511, -0.480, -0.376], "lumo_ev": 0.9}

***

c) {"formula": "C4H5NO3", "method": "ωB97M-V/def2-TZVPD", "elements": ["C", "N", "C", "O", "C", "C", "O", "O", "H", "H", "H", "H", "H"], "positions_angstrom": [[-0.35594, -0.55230, -1.87645], [-1.16606, -0.34820, -0.92380], [-1.38052, 0.04033, 0.39493], [-2.22006, 0.87104, 0.70944], [-0.25325, -0.38629, 1.26306], [1.05025, 0.26893, 0.63543], [2.15350, -0.08687, 1.02625], [0.93882, 1.44164, -0.02363], [0.68629, -0.85909, -1.72144], [-0.76986, -0.64586, -2.89084], [-0.43836, -0.08606, 2.29764], [-0.09127, -1.46268, 1.17579], [1.84645, 1.80540, -0.06638]], "nbo_charge": [0.054, -0.512, 0.670, -0.485, -0.590, 0.790, -0.585, -0.680, 0.142, 0.173, 0.263, 0.252, 0.508], "smiles": "C=NC(=O)CC(=O)O", "lumo_ev": -0.4}

***

d) {"formula": "C4H5NO3", "method": "ωB97M-V/def2-TZVPD", "elements": ["C", "C", "O", "C", "O", "N", "C", "O", "H", "H", "H", "H", "H"], "positions_angstrom": [[0.79659, 1.63757, 0.96485], [-0.47667, 1.15094, 0.34928], [-0.32769, 0.79399, -1.11286], [0.20336, -0.42661, -1.28530], [0.68703, -1.17908, -2.12467], [-0.32639, -1.20994, -0.11227], [-0.60606, -0.41197, 0.90128], [-0.28355, -0.63677, 2.13726], [0.62724, 1.98513, 1.98913], [1.63396, 0.77815, 1.23182], [1.55214, 2.37829, 0.31315], [-1.41899, 1.94382, 0.55966], [-0.21925, -2.14054, -0.08646]], "nbo_charge": [-0.689, 0.010, -0.496, 0.916, -0.541, -0.659, 0.642, -0.606, 0.258, 0.242, 0.249, 0.257, 0.417], "smiles": "C[C@H]1OC(=O)NC1=O", "lumo_ev": 0.4}

***

Least stable of them? a).

***

a) {"formula": "C2H2O4", "method": "ωB97M-V/def2-TZVPD", "elements": ["C", "C", "O", "O", "O", "O", "H", "H"], "positions_angstrom": [[-1.85010, -0.32338, -0.29814], [0.44456, 0.08853, 0.15643], [-1.79357, -1.36609, 0.21302], [-2.10254, 0.75843, -0.64215], [0.98507, -1.03134, 0.02610], [1.35615, 1.08498, 0.25486], [1.94810, -1.20275, 0.17163], [1.01231, 1.99163, 0.11827]], "nbo_charge": [1.022, 0.432, -0.536, -0.545, -0.652, -0.725, 0.488, 0.515], "lumo_ev": 0.5}

***

b) {"formula": "C2H2O4", "method": "ωB97M-V/def2-TZVPD", "elements": ["O", "C", "O", "O", "C", "O", "H", "H"], "positions_angstrom": [[0.18732, -1.49646, -0.43696], [1.17298, -1.54955, 0.14870], [2.09532, -1.59642, 0.79237], [0.24891, 0.83194, 0.83005], [-0.28121, 0.97157, -0.25948], [-1.55668, 1.13543, -0.40817], [0.17453, 0.75251, -1.18950], [-2.04118, 0.95098, 0.52300]], "nbo_charge": [-0.551, 1.038, -0.485, -0.628, 0.653, -0.663, 0.130, 0.505], "smiles": "O=C=O.O=CO", "lumo_ev": 0.6}

***

Least stable of them? a).

***

a) {"formula": "C8H14", "method": "ωB97M-V/def2-TZVPD", "elements": ["C", "C", "C", "C", "C", "C", "C", "C", "H", "H", "H", "H", "H", "H", "H", "H", "H", "H", "H", "H", "H", "H"], "positions_angstrom": [[-0.16663, 1.30874, 2.11058], [-0.08081, 1.95679, 0.74383], [-0.65013, 1.05833, -0.35030], [0.35915, 0.06243, -0.86111], [0.29158, -1.30850, -0.66171], [-0.60895, -2.03418, 0.16868], [-0.88081, -3.38534, -0.03209], [1.42151, 0.65377, -1.76875], [-1.20202, 1.15497, 2.42442], [0.26939, 0.30593, 2.05294], [0.41306, 1.80019, 2.89825], [-0.50275, 2.97371, 0.70918], [0.96396, 2.16911, 0.50784], [-1.08744, 1.66561, -1.17345], [-1.54667, 0.47965, -0.09691], [1.04997, -1.83962, -1.23957], [-1.07679, -1.44156, 0.94092], [-0.38171, -3.95201, -0.79602], [-1.67030, -3.91670, 0.49499], [2.12590, -0.14456, -2.02022], [1.95418, 1.48835, -1.30213], [1.00632, 0.94490, -2.74936]], "nbo_charge": [-0.612, -0.393, -0.461, -0.154, -0.279, -0.332, -0.656, -0.621, 0.191, 0.224, 0.186, 0.169, 0.188, 0.163, 0.206, 0.162, 0.174, 0.158, 0.158, 0.194, 0.174, 0.162], "total_charge": -1, "multiplicity": 2, "s2": 0.770, "lumo_ev": [4.0, 3.9]}

***

b) {"formula": "C8H14", "method": "ωB97M-V/def2-TZVPD", "elements": ["C", "C", "C", "C", "C", "C", "C", "C", "H", "H", "H", "H", "H", "H", "H", "H", "H", "H", "H", "H", "H", "H"], "positions_angstrom": [[-3.71430, 0.01720, -0.16271], [-2.33283, -0.53893, -0.39930], [-1.32124, 0.15071, 0.53555], [0.04712, -0.38072, 0.58860], [1.08661, 1.39040, -0.80130], [1.18333, 0.22380, -0.02295], [2.41841, -0.51743, 0.26087], [3.59070, -0.25826, -0.35220], [-4.03029, -0.19230, 0.88671], [-4.48769, -0.22056, -0.92746], [-3.60634, 1.13864, -0.19196], [-2.02265, -0.30631, -1.42790], [-2.19957, -1.61965, -0.35032], [-1.81058, 0.11287, 1.55000], [-1.37690, 1.23116, 0.43250], [0.35303, -0.93626, 1.55865], [0.56328, -1.31516, 2.43015], [0.15532, 1.91288, -0.91020], [1.98451, 1.77441, -1.29616], [2.39552, -1.26976, 1.04814], [4.36515, -0.92520, 0.01316], [3.80790, 0.43530, -1.16245]], "nbo_charge": [-0.610, -0.396, -0.446, -0.297, -0.628, -0.108, -0.153, -0.466, 0.195, 0.194, 0.195, 0.188, 0.201, 0.181, 0.169, 0.075, -0.210, 0.178, 0.166, 0.209, 0.171, 0.190], "total_charge": -1, "multiplicity": 2, "s2": 0.776, "lumo_ev": [3.9, 3.8]}

***

Least stable of them? b).

***

a) {"formula": "CH7O3", "method": "ωB97M-V/def2-TZVPD", "elements": ["C", "O", "H", "H", "H", "H", "H", "O", "H", "H", "O"], "positions_angstrom": [[-0.02024, -1.19891, -0.89062], [0.62325, -1.16573, 0.29676], [-0.48769, -2.17932, -1.10504], [-0.86273, -0.48297, -0.96744], [0.62991, -0.89301, -1.73646], [0.05473, -0.40518, 1.19634], [0.23377, 0.79423, 2.44822], [-0.40549, 0.25974, 1.97525], [-0.36160, 1.69567, 0.22369], [0.46997, 1.40262, -0.95622], [0.12612, 2.17286, -0.48448]], "nbo_charge": [-0.214, -0.903, 0.108, 0.106, 0.095, 0.494, 0.436, -1.112, 0.501, 0.472, -0.984], "total_charge": -1, "lumo_ev": 4.6}

***

b) {"formula": "CH7O3", "method": "ωB97M-V/def2-TZVPD", "elements": ["C", "O", "H", "H", "H", "H", "H", "O", "H", "H", "O"], "positions_angstrom": [[0.55617, -1.16596, -0.65871], [0.81533, -0.09460, 0.23051], [0.62792, -2.15437, -0.15618], [-0.45148, -1.13766, -1.12204], [1.29952, -1.18837, -1.47916], [-0.16045, -0.40359, 1.49376], [-0.43108, 0.85837, 2.10179], [-0.85001, -0.01204, 2.15060], [-1.07876, 1.88919, -0.44564], [0.22564, 1.48375, -0.85025], [-0.55279, 1.92528, -1.26467]], "nbo_charge": [-0.234, -1.000, 0.108, 0.120, 0.115, 0.507, 0.447, -1.034, 0.459, 0.507, -0.995], "total_charge": -1, "lumo_ev": 4.6}

***

Least stable of them? b).

***

a) {"formula": "C16H20N2O4S", "method": "ωB97M-V/def2-TZVPD", "elements": ["C", "O", "C", "O", "C", "N", "C", "C", "C", "C", "C", "S", "O", "O", "N", "C", "C", "C", "C", "C", "C", "C", "C", "H", "H", "H", "H", "H", "H", "H", "H", "H", "H", "H", "H", "H", "H", "H", "H", "H", "H", "H", "H"], "positions_angstrom": [[4.42152, -2.31494, 2.53976], [4.08552, -0.93830, 2.68340], [4.31211, -0.16082, 1.62609], [4.77195, -0.54000, 0.58593], [3.88366, 1.28292, 1.90947], [2.95526, 1.72230, 0.90837], [3.22907, 2.56223, -0.13707], [2.13759, 2.69396, -0.93812], [1.11596, 1.87679, -0.38016], [-0.20356, 1.59159, -0.73087], [-0.90438, 0.72131, 0.06783], [-2.59270, 0.29945, -0.32829], [-3.00965, 1.06824, -1.47177], [-3.39521, 0.38243, 0.85842], [-2.40333, -1.33461, -0.67897], [-1.79626, -1.58921, -1.96797], [-2.80210, -1.50962, -3.11719], [-3.98071, -2.44032, -2.84127], [-4.60771, -2.08119, -1.49602], [-3.55146, -2.17102, -0.39586], [-0.35400, 0.12164, 1.19996], [0.94469, 0.38904, 1.57277], [1.67324, 1.26932, 0.77679], [4.20829, -2.78105, 3.49785], [5.47745, -2.42092, 2.28529], [3.82032, -2.76657, 1.74869], [4.77126, 1.92017, 1.87627], [3.43340, 1.33363, 2.90482], [4.19805, 3.01476, -0.22626], [2.05829, 3.29681, -1.81971], [-0.68095, 2.03226, -1.59154], [-1.00124, -0.85184, -2.09842], [-1.34393, -2.58710, -1.92821], [-3.15896, -0.48178, -3.19030], [-2.30845, -1.77858, -4.05273], [-4.72140, -2.35225, -3.63818], [-3.63263, -3.47711, -2.81555], [-4.98414, -1.05695, -1.53017], [-5.43771, -2.75112, -1.26509], [-3.95389, -1.82973, 0.55831], [-3.19491, -3.20194, -0.28990], [-0.97948, -0.54472, 1.77062], [1.37887, -0.07022, 2.44774]], "nbo_charge": [-0.265, -0.504, 0.780, -0.575, -0.303, -0.359, -0.001, -0.282, -0.106, -0.154, -0.357, 2.317, -0.953, -0.945, -0.677, -0.227, -0.428, -0.398, -0.420, -0.229, -0.176, -0.270, 0.216, 0.200, 0.198, 0.198, 0.239, 0.228, 0.216, 0.229, 0.244, 0.217, 0.198, 0.231, 0.208, 0.212, 0.189, 0.212, 0.211, 0.239, 0.193, 0.236, 0.223], "smiles": "COC(=O)Cn1ccc2cc(S(=O)(=O)N3CCCCC3)ccc21", "lumo_ev": 0.6}

***

b) {"formula": "C16H20N2O4S", "method": "ωB97M-V/def2-TZVPD", "elements": ["O", "C", "O", "C", "C", "C", "N", "C", "C", "C", "C", "C", "S", "O", "O", "N", "C", "C", "C", "C", "C", "C", "C", "H", "H", "H", "H", "H", "H", "H", "H", "H", "H", "H", "H", "H", "H", "H", "H", "H", "H", "H", "H"], "positions_angstrom": [[7.34768, 0.95953, 1.04618], [6.41038, 1.33776, 0.40003], [5.91519, 2.57642, 0.49454], [5.62464, 0.49981, -0.57961], [4.37116, -0.04163, 0.11446], [3.54437, -0.91440, -0.83774], [2.35292, -1.40028, -0.19947], [2.22824, -2.60619, 0.43549], [0.99930, -2.72124, 1.00742], [0.30455, -1.51140, 0.73248], [-0.96471, -1.02864, 1.04445], [-1.29935, 0.22763, 0.60047], [-2.93026, 0.83944, 0.99047], [-3.18549, 0.67713, 2.39259], [-3.08676, 2.15632, 0.43019], [-3.86904, -0.31443, 0.17880], [-3.95150, -0.03462, -1.24126], [-5.17689, 0.87959, -1.43503], [-5.97931, 0.73519, -0.13025], [-5.24234, -0.36586, 0.64568], [-0.42830, 1.02369, -0.14142], [0.83285, 0.57101, -0.46368], [1.19463, -0.69975, -0.02465], [6.40797, 3.09511, 1.15000], [5.33903, 1.12187, -1.42803], [6.25322, -0.32413, -0.91755], [4.66228, -0.63451, 0.98400], [3.75682, 0.79097, 0.46198], [3.26264, -0.33414, -1.72141], [4.13870, -1.77206, -1.16428], [3.04018, -3.30848, 0.42167], [0.62378, -3.55849, 1.55953], [-1.67475, -1.59974, 1.61936], [-4.07902, -0.98602, -1.76638], [-3.02078, 0.42814, -1.56713], [-4.85309, 1.90951, -1.56860], [-5.75480, 0.57610, -2.30688], [-5.94222, 1.66438, 0.43643], [-7.02079, 0.47323, -0.30861], [-5.64279, -1.35631, 0.40873], [-5.24838, -0.21877, 1.72387], [-0.77065, 2.00082, -0.44280], [1.51065, 1.18746, -1.03402]], "nbo_charge": [-0.587, 0.797, -0.689, -0.508, -0.395, -0.198, -0.349, -0.012, -0.300, -0.023, -0.157, -0.364, 2.304, -0.941, -0.955, -0.655, -0.238, -0.430, -0.429, -0.241, -0.188, -0.254, 0.141, 0.501, 0.226, 0.230, 0.217, 0.219, 0.205, 0.209, 0.214, 0.228, 0.237, 0.200, 0.220, 0.227, 0.208, 0.220, 0.213, 0.196, 0.240, 0.243, 0.218], "smiles": "O=C(O)CCCn1ccc2cc(S(=O)(=O)N3CCCC3)ccc21", "lumo_ev": 0.5}

***

Least stable of them? a).

***

a) {"formula": "C4H14NO3", "method": "ωB97M-V/def2-TZVPD", "elements": ["C", "C", "C", "C", "O", "N", "H", "H", "H", "H", "H", "H", "H", "H", "H", "H", "H", "H", "O", "H", "H", "O"], "positions_angstrom": [[-0.36159, -1.32243, -0.68565], [-0.27064, -0.12857, -1.60029], [-1.34758, 0.97308, -1.26052], [-0.78247, 2.37377, -1.42352], [-0.67671, 3.11500, -0.48142], [0.57116, -1.22183, 0.51357], [-1.38612, -1.43596, -0.30576], [-0.22809, -2.32819, -1.18264], [0.77058, 0.26343, -1.78199], [-0.49126, -0.36001, -2.65799], [-2.20808, 0.98520, -1.96972], [-1.72551, 0.82297, -0.22813], [-0.40114, 2.65436, -2.40735], [0.04262, -1.13416, 1.39993], [1.10265, -0.34483, 0.55944], [1.18651, -2.02902, 0.56893], [4.12800, 0.16056, 0.68477], [2.93750, 0.34683, 1.65837], [3.16472, 0.08595, 0.75920], [-1.88246, 0.06608, 3.24013], [-0.97189, -1.04693, 3.68784], [-1.17020, -0.49530, 2.91281]], "nbo_charge": [-0.233, -0.464, -0.507, 0.430, -0.495, -0.700, 0.236, 0.244, 0.241, 0.260, 0.244, 0.218, 0.126, 0.468, 0.463, 0.446, 0.508, 0.480, -0.980, 0.505, 0.490, -0.980], "total_charge": 1, "lumo_ev": -3.2}

***

b) {"formula": "C4H14NO3", "method": "ωB97M-V/def2-TZVPD", "elements": ["C", "C", "C", "C", "O", "N", "H", "H", "H", "H", "H", "H", "H", "H", "H", "H", "H", "H", "O", "H", "H", "O"], "positions_angstrom": [[0.50433, -1.15421, 0.44880], [-0.28684, -0.97937, -0.84724], [-1.75350, -0.56315, -0.63348], [-2.06764, 0.60582, -1.53533], [-1.29792, 1.41526, -2.00479], [1.23575, 0.14663, 0.83875], [0.04951, -1.43666, 1.39913], [1.31654, -1.84619, 0.21060], [0.17072, -0.11916, -1.34003], [-0.16533, -1.95891, -1.30777], [-2.51246, -1.33286, -0.76591], [-1.86410, -0.19647, 0.40104], [-3.09830, 0.76397, -1.87295], [0.54455, 0.85962, 0.60494], [1.94767, 0.40800, 0.10422], [1.60648, 0.25648, 1.76605], [2.17301, 0.21794, -2.21219], [2.70595, 1.60373, -1.77646], [2.51529, 0.73155, -1.47720], [-0.34930, 1.45661, 3.74224], [-1.03068, 0.26110, 3.25703], [-0.34370, 0.86025, 3.00054]], "nbo_charge": [-0.200, -0.450, -0.525, 0.437, -0.526, -0.705, 0.226, 0.222, 0.240, 0.251, 0.255, 0.235, 0.140, 0.431, 0.465, 0.450, 0.502, 0.507, -0.960, 0.493, 0.480, -0.969], "total_charge": 1, "lumo_ev": -2.9}

***

Least stable of them? a).